No. 1
Entry from the OMol25 dataset: a structure of composition C35H35F10LaN6S2 at a distorted geometry (ωB97M-V/def2-TZVPD).

XYZ file:
```
89
Properties=species:S:1:pos:R:3:forces:R:3
La 0.056 -0.004 -1.052 1.336 -0.157 -0.501
C 2.819 0.977 -3.607 0.198 -0.101 0.069
N 2.890 0.389 -2.260 -0.156 0.170 -0.388
C 3.419 -0.969 -2.389 -0.062 -0.024 0.086
C 3.184 -1.917 -1.219 -0.176 -0.086 0.104
N 1.768 -2.223 -1.077 -0.363 0.434 0.132
C 1.397 -3.461 -0.753 0.117 0.020 -0.017
C 0.032 -3.828 -0.915 0.136 -0.049 0.099
F -0.792 -2.876 -1.371 -0.374 0.265 0.009
C -0.500 -5.059 -0.633 0.050 0.138 -0.009
F -1.802 -5.294 -0.834 -0.263 -0.021 -0.050
C 0.301 -6.075 -0.143 0.041 0.031 0.029
F -0.207 -7.293 0.146 -0.055 -0.167 0.016
C 1.629 -5.785 0.058 0.028 0.179 -0.066
F 2.427 -6.732 0.573 0.245 -0.233 0.130
C 2.159 -4.539 -0.227 -0.061 -0.002 -0.007
F 3.462 -4.364 0.109 0.181 -0.021 0.082
C 3.743 1.278 -1.482 -0.154 -0.004 0.074
C 3.846 1.001 -0.003 -0.074 0.032 0.150
N 2.534 0.906 0.609 -0.389 -0.162 0.159
C 2.496 1.067 1.931 0.208 0.077 -0.094
C 1.237 1.211 2.575 0.176 0.016 0.073
F 0.160 1.060 1.796 -0.226 0.059 -0.236
C 1.051 1.552 3.891 0.117 -0.017 -0.151
F -0.182 1.775 4.372 -0.132 0.264 0.215
C 2.131 1.701 4.742 0.047 -0.016 -0.057
F 1.962 2.060 6.034 -0.027 0.046 0.188
C 3.380 1.475 4.212 -0.005 -0.016 -0.162
F 4.451 1.558 5.019 0.239 0.013 0.143
C 3.563 1.156 2.879 -0.089 0.003 -0.051
F 4.840 0.876 2.518 0.167 -0.025 0.011
H 3.833 1.015 -4.055 -0.070 -0.003 0.019
H 2.160 0.390 -4.237 -0.106 -0.115 -0.034
H 2.410 1.981 -3.555 -0.047 0.060 0.036
H 2.923 -1.415 -3.252 0.002 -0.006 -0.034
H 4.503 -0.928 -2.602 0.052 0.037 -0.012
H 3.773 -2.805 -1.457 0.017 -0.081 -0.023
H 3.589 -1.510 -0.292 0.057 -0.031 0.013
H 4.765 1.276 -1.902 0.077 0.034 -0.074
H 3.339 2.285 -1.607 -0.034 0.032 -0.020
H 4.466 0.119 0.170 0.053 -0.053 0.023
H 4.415 1.845 0.410 0.043 0.037 0.020
C -2.489 2.208 -4.743 0.110 -0.035 0.056
C -1.391 1.369 -4.104 -0.047 0.143 -0.096
S -0.406 2.218 -2.894 0.033 -0.054 0.041
C -1.255 0.080 -4.465 0.005 -0.065 -0.098
C -2.200 -0.499 -5.503 0.105 0.014 0.041
S -0.067 -1.053 -3.800 -0.234 0.178 0.263
H -2.526 3.191 -4.278 -0.004 0.001 0.005
H -3.473 1.736 -4.627 0.044 0.031 -0.004
H -2.322 2.346 -5.820 -0.009 -0.003 0.064
H -2.325 0.167 -6.366 0.005 -0.045 0.042
H -3.197 -0.672 -5.078 0.027 -0.005 0.001
H -1.821 -1.457 -5.856 -0.005 -0.009 -0.007
C -1.699 -0.468 3.082 -0.039 0.029 0.041
N -1.184 -1.380 2.084 0.010 -0.144 -0.185
C -0.289 -2.341 2.705 -0.088 0.088 -0.026
C -2.285 -2.033 1.374 0.065 0.048 0.026
C -3.092 -1.083 0.509 -0.004 0.181 0.124
C -4.465 -1.009 0.747 -0.031 0.000 -0.068
C -5.278 -0.176 -0.016 0.105 -0.016 -0.016
C -4.693 0.597 -1.009 0.014 -0.021 0.065
C -3.312 0.545 -1.204 -0.025 0.036 -0.014
C -2.450 -0.288 -0.466 -0.506 -0.147 0.172
H -2.304 -1.002 3.837 -0.062 -0.041 0.025
H -2.328 0.286 2.606 0.052 -0.052 0.067
H -0.882 0.037 3.592 -0.306 -0.315 -0.090
H -0.806 -2.977 3.446 -0.037 0.003 0.044
H 0.519 -1.811 3.217 -0.033 -0.010 -0.038
H 0.153 -2.991 1.955 0.051 -0.088 -0.161
H -2.960 -2.534 2.091 0.000 -0.027 0.087
H -1.854 -2.814 0.757 0.075 -0.143 -0.159
H -4.905 -1.613 1.538 0.003 0.008 -0.025
H -6.346 -0.129 0.169 0.009 -0.014 0.000
H -5.305 1.255 -1.620 0.033 -0.011 0.026
H -2.890 1.218 -1.949 0.002 -0.096 -0.006
N -1.239 4.831 4.058 -0.127 0.095 -0.202
C -1.230 4.175 2.825 -0.021 -0.030 0.040
C -0.186 4.352 1.922 0.042 0.030 0.037
C -0.220 3.662 0.723 -0.004 -0.072 -0.177
N -1.195 2.828 0.368 -0.138 -0.041 0.178
C -2.210 2.685 1.225 0.176 0.152 -0.027
C -2.276 3.337 2.446 -0.018 -0.010 0.006
H -0.326 5.081 4.396 0.130 -0.021 0.050
H -1.783 4.365 4.763 -0.018 -0.092 0.085
H 0.661 4.984 2.172 -0.056 -0.033 -0.044
H 0.603 3.758 0.016 -0.091 -0.010 0.056
H -2.992 1.991 0.932 0.044 0.030 -0.029
H -3.107 3.152 3.121 0.038 0.024 -0.065
```
Forces are in eV/Å.

Output
E_tot	-3509.91615	Eh
relative energy (zero: lowest compared OMol25 entry of this formula, charge and spin)	7.3	kcal per mole
HOMO level	-1.0	eV
total charge	-2
LUMO energy	4.12	eV

---

No. 2
Entry from the OMol25 dataset: a structure of composition C15H30ClHfO15 at a distorted geometry (ωB97M-V/def2-TZVPD).

XYZ file:
```
62
Properties=species:S:1:pos:R:3:forces:R:3
Hf -0.518 0.501 -0.095 -1.287 -1.712 -1.657
Cl -2.948 0.739 -0.886 2.158 0.161 0.709
C 4.342 3.008 0.630 0.453 -0.006 1.255
O 2.946 2.642 0.444 0.034 -0.202 -1.000
C 2.343 1.925 1.314 -0.107 0.473 0.560
O 1.232 1.419 1.051 -1.499 -0.745 -0.903
O 2.925 1.833 2.462 -0.055 -0.016 -0.029
C 2.246 1.379 3.643 -0.381 0.477 1.173
H 4.459 3.643 1.509 -0.329 0.384 -0.263
H 4.660 3.501 -0.275 0.005 -0.106 -0.132
H 4.907 2.122 0.912 0.060 -0.144 -0.637
H 3.043 1.184 4.353 -0.020 -0.640 -0.166
H 1.527 0.584 3.479 0.458 -0.338 -0.250
H 1.690 2.189 4.126 0.058 0.278 -0.587
C -1.126 1.025 -4.556 -0.331 0.786 0.678
O -0.671 -0.338 -4.413 -0.411 0.166 -0.524
C -0.251 -0.805 -3.300 0.423 0.246 -0.019
O -0.189 -0.176 -2.217 -0.123 1.536 1.740
O 0.213 -1.998 -3.344 0.327 -0.565 0.670
C 0.236 -2.741 -4.574 -0.573 -0.349 -1.265
H -1.923 1.071 -5.288 0.181 -0.386 -0.249
H -0.287 1.652 -4.843 0.053 -0.120 -0.128
H -1.545 1.376 -3.613 0.096 -0.091 0.007
H -0.770 -2.876 -4.975 -0.078 0.073 0.314
H 0.652 -3.721 -4.375 0.181 0.124 0.301
H 0.790 -2.233 -5.361 0.280 0.129 0.316
C -3.275 -3.885 -2.214 0.136 -0.438 -0.088
O -2.188 -3.044 -1.710 -0.151 0.696 -0.794
C -2.254 -2.541 -0.520 -0.477 -0.814 -0.255
O -1.464 -1.653 -0.191 1.212 1.669 1.124
O -3.118 -3.111 0.263 0.195 0.512 0.266
C -3.033 -2.825 1.672 -0.751 -0.471 0.947
H -4.167 -3.304 -2.434 0.022 0.194 0.436
H -3.434 -4.674 -1.490 -0.300 -0.093 -0.127
H -2.931 -4.290 -3.159 0.285 -0.043 0.122
H -3.663 -1.995 1.991 0.214 0.349 -0.535
H -2.004 -2.719 1.997 0.067 0.068 -0.102
H -3.486 -3.684 2.162 0.235 -0.162 -0.130
C -0.888 4.689 3.686 -0.339 0.265 -0.403
O -0.704 3.547 2.787 0.620 -0.720 0.581
C -1.365 3.461 1.692 -0.591 0.693 0.353
O -1.246 2.476 0.940 0.556 -1.800 -1.159
O -2.171 4.452 1.473 -0.048 -0.286 -0.351
C -2.992 4.423 0.282 0.186 0.076 -0.984
H -0.508 5.554 3.151 0.147 0.161 0.334
H -0.353 4.445 4.593 0.223 0.013 -0.074
H -1.941 4.836 3.905 -0.034 -0.131 -0.043
H -3.669 3.574 0.275 -0.092 0.070 0.329
H -2.354 4.350 -0.601 0.105 -0.041 0.143
H -3.496 5.378 0.222 -0.172 -0.040 0.348
C 2.842 -2.404 2.801 0.515 -0.092 0.405
O 2.136 -1.470 1.940 -0.482 0.735 0.334
C 1.921 -1.735 0.690 0.152 -0.203 0.985
O 1.072 -1.093 0.046 -0.875 1.036 -0.302
O 2.620 -2.697 0.229 0.004 -1.129 -0.656
C 2.316 -3.213 -1.106 0.109 0.832 -0.565
H 3.913 -2.383 2.618 -0.063 -0.104 -0.401
H 2.422 -3.396 2.687 0.067 -0.055 -0.049
H 2.707 -2.044 3.816 -0.332 0.072 -0.072
H 2.723 -4.208 -1.234 0.197 -0.014 0.507
H 2.805 -2.517 -1.787 -0.098 -0.224 -0.193
H 1.244 -3.206 -1.281 -0.016 0.009 0.158
```
Forces are in eV/Å.

Output
E_tot	-2225.58533	Eh
HOMO level	-18.9	eV
total charge	+3
LUMO energy	-10.57	eV

---

No. 3
Entry from the OMol25 dataset: a structure of composition C17H32AlN2O3P at a distorted geometry (ωB97M-V/def2-TZVPD).

XYZ file:
```
56
Properties=species:S:1:pos:R:3:forces:R:3
C -6.902 -1.637 -1.289 0.383 -0.062 -0.125
C -6.163 -0.756 -2.261 0.467 0.119 -0.170
C -6.792 0.237 -3.006 -0.128 0.116 -0.133
C -6.069 1.047 -3.880 0.424 -0.329 0.277
C -4.690 0.885 -4.006 -0.446 -0.140 0.249
C -4.031 -0.100 -3.272 0.150 -0.311 0.219
C -2.548 -0.317 -3.331 -0.064 -0.201 0.305
Al -1.845 0.410 -1.581 -0.538 0.447 -0.589
O -0.121 1.081 -1.666 -0.387 0.202 0.171
N -0.003 2.410 -1.449 0.443 -0.059 0.016
O -0.314 2.768 -0.357 0.028 -0.246 -0.120
P -1.995 -1.190 0.196 0.372 0.398 0.159
O -0.927 -0.993 1.262 -0.809 -1.034 -0.757
C -4.783 -0.913 -2.407 -0.384 0.553 -0.295
H -6.915 -1.184 -0.299 -0.201 0.064 0.070
H -7.913 -1.874 -1.611 -0.135 0.133 0.021
H -6.354 -2.573 -1.196 -0.062 -0.150 0.079
H -7.861 0.378 -2.898 -0.053 0.012 -0.047
H -6.555 1.811 -4.468 -0.172 0.045 0.022
H -4.131 1.530 -4.669 0.098 0.023 -0.084
H -2.095 0.145 -4.207 0.003 0.083 -0.032
H -2.409 -1.397 -3.408 0.320 -0.052 -0.051
H -2.810 1.609 -1.151 0.148 -0.015 0.138
H -3.266 -1.019 0.809 -0.132 -0.417 -0.276
H -2.033 -2.538 -0.270 -0.321 0.001 0.166
H -4.282 -1.672 -1.815 0.089 -0.108 -0.049
C 0.674 -0.535 3.123 0.425 0.145 0.353
C 0.875 0.560 2.075 0.147 0.480 0.504
C 1.959 0.371 1.039 -0.534 0.156 -0.038
N 3.412 0.498 1.472 0.103 -0.020 -0.218
C 4.219 0.434 0.194 0.168 0.012 0.035
C 5.715 0.314 0.417 0.089 -0.062 0.037
C 6.037 -0.887 1.294 0.066 0.049 0.057
C 5.289 -0.762 2.612 0.088 -0.001 -0.100
C 3.789 -0.627 2.396 0.235 0.009 0.162
C 3.618 1.816 2.129 0.100 -0.082 0.056
H 1.312 -0.399 4.002 0.128 0.029 0.043
H -0.354 -0.506 3.476 0.062 -0.056 -0.083
H 0.852 -1.528 2.710 -0.090 0.093 0.046
H 0.958 1.535 2.563 0.159 0.107 -0.017
H -0.046 0.605 1.486 0.462 0.103 0.140
H 1.829 1.130 0.267 0.056 -0.046 -0.041
H 1.866 -0.606 0.564 -0.003 -0.038 0.051
H 3.852 -0.435 -0.353 -0.054 0.006 0.011
H 3.973 1.330 -0.372 -0.104 -0.037 -0.027
H 6.200 0.213 -0.554 -0.106 0.058 -0.061
H 6.116 1.227 0.865 0.003 -0.002 0.002
H 7.111 -0.953 1.469 -0.002 -0.007 -0.001
H 5.739 -1.809 0.784 -0.014 0.009 -0.007
H 5.670 0.091 3.180 0.001 0.004 -0.006
H 5.464 -1.643 3.230 -0.119 0.009 0.050
H 3.303 -0.434 3.346 -0.227 -0.072 -0.075
H 3.380 -1.538 1.962 -0.056 0.021 -0.020
H 3.059 1.835 3.059 -0.045 0.025 -0.027
H 3.261 2.593 1.457 -0.040 0.013 0.028
H 4.674 1.958 2.337 0.009 0.024 -0.015
```
Forces are in eV/Å.

Output
E_tot	-1585.89798	Eh
HOMO level	-7.2	eV
total charge	0
LUMO energy	-0.08	eV

---

No. 4
Entry from the OMol25 dataset: a cluster of 5 separate species, C20H32O14S in total at a distorted geometry (ωB97M-V/def2-TZVPD).

XYZ file:
```
67
Properties=species:S:1:pos:R:3:forces:R:3
C -0.585 4.951 1.033 -8.599 -2.358 6.868
C -1.723 4.256 0.297 0.612 1.970 -0.452
C -2.192 5.224 -0.918 -1.539 0.860 1.417
O -1.667 4.522 -2.029 -1.397 2.979 -2.009
C -1.200 3.369 -1.755 1.144 -2.699 -0.774
O -0.821 2.522 -2.528 -0.240 0.655 0.098
O -1.153 3.195 -0.463 0.070 -1.404 2.507
H -0.059 4.357 1.726 -0.216 -2.067 1.282
H -0.753 5.766 1.754 -1.169 0.162 -0.700
H 0.179 5.186 0.630 9.136 3.587 -7.234
H -2.491 3.824 0.995 0.563 0.667 -0.947
H -1.684 6.311 -0.899 -1.428 -2.575 0.113
H -3.393 5.254 -0.985 2.840 0.232 -0.058
C 3.603 -3.963 1.121 -2.638 1.680 -3.790
C 2.546 -4.099 2.262 4.979 1.705 -0.385
C 1.222 -3.597 1.985 -0.001 2.230 0.088
O 0.425 -4.481 2.681 -3.198 -0.156 -1.193
C 1.034 -5.633 2.672 -5.759 -5.617 3.659
O 0.441 -6.696 3.024 2.516 3.398 -1.729
O 2.259 -5.449 2.499 5.215 -1.511 -0.512
H 3.098 -4.094 0.033 0.514 0.120 2.379
H 4.360 -4.675 1.021 1.260 -1.209 0.862
H 4.046 -2.937 0.931 -0.554 -1.007 1.040
H 3.084 -3.512 3.092 -1.122 -1.615 -0.188
H 1.163 -3.333 0.948 -1.250 -0.788 -0.928
H 1.000 -2.755 2.526 0.035 2.862 0.664
C -2.135 -2.276 0.995 0.892 -2.621 -2.387
C -1.694 -0.901 0.596 -3.316 2.683 1.078
C -2.708 0.381 0.939 2.294 -1.875 -2.690
O -2.085 0.984 2.035 -1.520 2.421 1.385
C -0.910 0.475 2.295 1.739 0.902 3.599
O -0.082 0.712 3.177 -1.944 1.162 -1.128
O -0.713 -0.502 1.549 3.026 -4.942 -4.070
H -2.965 -2.840 0.420 1.157 1.637 0.347
H -2.431 -2.400 2.030 0.636 0.096 0.306
H -1.162 -2.849 0.635 -1.922 0.382 1.545
H -1.497 -0.819 -0.491 0.895 -0.089 0.959
H -3.664 -0.051 1.181 -0.598 0.717 -0.113
H -2.517 1.030 0.030 -1.344 -0.433 1.130
C -0.154 -0.877 -3.250 -6.193 0.630 4.124
C -1.633 -0.645 -3.654 0.940 -5.920 1.720
C -2.166 -1.566 -4.725 3.477 -4.438 3.799
O -3.380 -2.044 -4.246 -0.952 -0.094 0.871
C -3.600 -1.520 -3.020 -4.797 -2.123 2.639
O -4.645 -1.749 -2.354 3.616 0.882 -2.473
O -2.597 -0.819 -2.554 1.284 0.016 -0.351
H 0.352 -0.828 -4.067 3.829 0.278 -4.681
H -0.030 -1.691 -2.579 0.099 -1.256 -0.097
H -0.152 -0.053 -2.622 1.740 2.034 1.136
H -1.934 0.192 -4.002 -0.390 6.706 -1.818
H -1.356 -2.387 -4.884 -1.780 0.774 0.118
H -2.319 -1.113 -5.570 -0.764 2.641 -4.902
O 1.839 -1.138 0.076 0.267 0.154 -0.327
S 2.611 0.078 -0.091 -1.149 0.108 -0.667
O 3.603 0.140 -1.168 -1.015 0.146 1.633
C 1.511 1.540 -0.151 2.025 2.237 -3.401
C 1.928 2.519 0.931 -3.647 0.098 0.159
C 3.259 2.100 1.411 1.645 -1.145 -3.193
C 3.306 0.545 1.475 4.791 1.272 -3.020
H 0.524 1.418 -0.039 -3.618 -2.012 0.754
H 1.381 2.074 -1.204 1.418 -1.373 1.666
H 1.683 3.553 0.568 1.341 -0.763 0.306
H 1.114 2.426 1.775 1.795 -0.166 -1.129
H 3.339 2.611 2.254 1.120 1.374 4.457
H 4.072 2.478 0.787 -0.130 -0.071 -0.343
H 2.917 0.319 2.357 -2.926 -1.882 3.266
H 4.354 -0.019 1.501 -1.790 1.749 -0.281
```
Forces are in eV/Å.

Output
E_tot	-2232.54999	Eh
relative energy (zero: lowest compared OMol25 entry of this formula, charge and spin)	13.5	kcal per mole
HOMO level	-10.0	eV
SMILES	C[C@H]1COC(=O)O1.C[C@H]1COC(=O)O1.C[C@H]1COC(=O)O1.C[C@H]1COC(=O)O1.O=S1(=O)CCCC1
total charge	0
LUMO energy	0.18	eV